{"formula": "C4H7N2P", "method": "wB97M-V/def2-TZVPD", "symbols": ["C", "C", "N", "N", "P", "C", "C", "H", "H", "H", "H", "H", "H", "H"], "positions_angstrom": [[0.006, 0.788, -1.614], [0.229, -0.194, -0.512], [1.100, -1.155, -0.857], [1.405, -1.963, 0.186], [0.614, -1.627, 1.629], [-0.210, -0.251, 0.837], [-1.019, 0.824, 1.408], [0.820, 0.475, -2.157], [-0.154, 1.906, -1.318], [-0.898, 0.574, -2.172], [1.764, -2.844, -0.210], [-1.758, 1.415, 0.743], [-0.380, 1.637, 1.767], [-1.520, 0.415, 2.269]], "forces_ev_per_angstrom": [[-2.591, 1.794, 1.901], [0.965, -1.381, 1.197], [-0.278, 0.276, 0.203], [-0.792, 0.143, -1.633], [-1.153, 1.266, -0.402], [1.730, -1.442, -1.115], [-1.138, 1.710, 0.286], [1.900, 0.759, -2.198], [1.066, -2.030, -0.390], [-0.271, -0.316, -0.144], [0.037, 0.615, 1.094], [0.995, -1.590, 0.661], [0.147, -0.107, 0.160], [-0.617, 0.304, 0.382]], "nbo_charge": [-0.6502, 0.1262, -0.2689, -0.6496, 0.7173, -0.4065, -0.6521, 0.2474, 0.2190, 0.2208, 0.4248, 0.2251, 0.2240, 0.2228], "orbital_gap_ha": 0.3420, "molar_mass_g_mol": 114.1, "relative_energy_kcal_mol": 12.28, "e_tot_ev": -16529.2773, "charge": 0, "smiles": "Cc1n[nH]pc1C", "e_lumo_ha": 0.0249}